112
Properties=species:S:1:pos:R:3:forces:R:3 method="wB97M-V/def2-TZVPD" charge=0 smiles="CNC(C)=O.CNC(C)=O.CNC(C)=O.CNC(C)=O.COCCOC.COCCOC.COCCOC.COCCOC" homo_lumo_gap_ha=0.33075 lumo_ha=0.01259
C 4.7904 -1.1061 1.9767 -0.13 -0.05 0.25
N 4.9955 -1.6440 0.6456 -0.25 0.18 0.16
C 4.3785 -1.1427 -0.4431 -0.73 -0.67 -0.53
C 4.6664 -1.8561 -1.7454 1.06 -0.08 -0.19
O 3.5884 -0.2114 -0.4070 0.08 0.22 0.18
H 4.6485 -1.9028 2.7075 0.28 -0.14 -0.11
H 3.8679 -0.5312 2.0193 0.13 0.19 -0.32
H 5.6330 -0.4808 2.2671 -0.08 0.07 0.14
H 5.6360 -2.4056 0.5255 0.05 -0.05 -0.02
H 5.4478 -2.6091 -1.6081 0.02 0.08 -0.11
H 5.0340 -1.1086 -2.4507 0.03 -0.03 0.01
H 3.8431 -2.3623 -2.2435 -0.46 0.24 0.46
C -1.9504 0.8131 4.0377 -0.20 0.50 1.11
N -2.6152 0.4773 5.3053 -0.33 -0.28 -1.21
C -2.0199 0.4390 6.5005 0.97 0.57 0.65
C -2.8657 0.0400 7.6699 -0.55 -0.29 0.17
O -0.8532 0.7753 6.6689 -0.07 -0.19 -0.25
H -2.0018 1.8931 3.8979 -0.03 -0.05 -0.38
H -2.4950 0.2807 3.2666 0.34 0.15 -0.30
H -0.8954 0.5649 4.0932 -0.05 -0.29 -0.11
H -3.5862 0.2453 5.2034 -0.06 -0.11 0.39
H -3.2448 0.9346 8.1656 -0.03 0.02 -0.08
H -2.2699 -0.4995 8.4012 0.12 -0.01 -0.10
H -3.7080 -0.5839 7.3645 -0.06 0.06 0.11
C -0.2240 2.7060 -3.7027 0.83 0.67 0.14
N -0.8886 2.5337 -2.4309 -0.38 -0.53 -0.77
C -1.2342 3.5701 -1.6508 -1.92 1.45 -0.25
C -1.7817 3.2422 -0.2889 -0.68 -1.06 -0.85
O -1.2340 4.7414 -2.0329 0.83 -0.34 -0.17
H 0.8429 2.8425 -3.4866 0.10 -0.17 -0.29
H -0.5134 3.6257 -4.2107 -0.40 -0.03 0.19
H -0.3326 1.8698 -4.3841 -0.20 -0.20 0.28
H -1.1133 1.5943 -2.1418 0.17 -0.05 0.04
H -2.8692 3.2486 -0.3616 -0.11 0.48 0.17
H -1.3797 3.8919 0.4813 -0.35 0.29 -0.12
H -1.4993 2.2280 0.0138 -0.93 1.02 -0.61
C 0.4063 -1.0229 1.0345 0.19 0.45 -0.94
N 0.8773 0.2021 0.3981 0.23 0.16 0.06
C 0.3117 1.4052 0.5888 0.32 0.57 0.52
C 0.9825 2.5745 -0.1247 0.36 -0.73 0.27
O -0.6697 1.5945 1.3073 1.03 -1.42 1.19
H -0.4870 -1.3211 0.4814 -0.13 -0.27 0.60
H 0.2451 -0.8814 2.1001 -0.24 -0.04 0.00
H 1.1642 -1.7839 0.8577 0.03 -0.04 0.12
H 1.7635 0.1801 -0.0909 -0.06 -0.09 0.13
H 1.6741 2.1558 -0.8572 0.17 0.48 -0.05
H 1.4954 3.1783 0.6211 0.26 -0.13 0.02
H 0.2465 3.2201 -0.5973 1.08 -0.43 0.48
C 4.1463 6.9784 -0.4179 0.78 -0.23 0.17
O 3.2596 5.8981 -0.6255 -0.27 0.19 -0.10
C 1.8790 6.2114 -0.5340 0.07 0.19 -0.33
C 1.3961 6.1148 0.8896 0.83 -0.02 0.41
O 1.9054 7.2106 1.6312 -0.09 0.61 -0.40
C 1.5429 7.2099 2.9784 -0.73 -0.44 0.42
H 4.9516 6.8423 -1.1446 0.00 0.23 0.01
H 4.6002 6.9542 0.5784 -0.14 -0.17 0.05
H 3.7249 7.9811 -0.5092 -0.39 -0.17 -0.30
H 1.3270 5.5063 -1.1603 0.09 -0.11 0.11
H 1.7207 7.2001 -0.9807 -0.21 0.05 0.27
H 1.9024 5.2302 1.2980 -0.51 -0.32 0.03
H 0.3069 6.0404 0.9733 -0.01 0.00 -0.03
H 0.4693 7.0121 3.1127 -0.05 0.08 -0.17
H 1.7322 8.1864 3.4157 0.29 0.03 -0.09
H 2.0406 6.4239 3.5590 0.30 0.07 -0.07
C -6.6563 -4.1099 1.2168 0.18 -0.20 -0.53
O -5.5061 -3.3991 0.8290 -0.13 0.68 -0.32
C -4.9146 -2.6755 1.8787 0.69 -0.95 0.26
C -3.7507 -1.8339 1.4279 0.39 0.40 -0.27
O -4.1192 -0.9158 0.4310 -0.40 0.08 -0.07
C -2.9825 -0.2859 -0.1255 0.25 0.08 0.95
H -7.3908 -3.4617 1.7026 0.06 -0.09 0.23
H -6.3821 -4.9807 1.8240 -0.18 0.15 0.30
H -7.1018 -4.4901 0.2965 -0.03 0.02 0.05
H -4.4793 -3.4324 2.5508 -0.05 0.25 0.41
H -5.6114 -2.0679 2.4637 -0.33 0.02 -0.28
H -2.8813 -2.4099 1.0807 -0.29 -0.43 -0.13
H -3.3641 -1.3094 2.3163 -0.15 0.04 0.04
H -3.2773 0.5299 -0.7778 -0.23 -0.28 -0.28
H -2.3592 -1.0337 -0.6276 -0.02 0.17 -0.34
H -2.3880 0.1682 0.6810 0.03 -0.09 -0.14
C -3.5656 1.2412 -3.8792 -0.64 1.36 0.01
O -2.7770 0.1769 -3.4269 -0.42 -0.18 -0.18
C -2.1424 -0.5014 -4.4713 0.82 0.04 -0.72
C -1.0372 -1.3649 -3.9102 -0.59 -0.23 -0.11
O -0.1281 -0.5401 -3.2357 0.14 0.13 0.45
C 1.0062 -1.2560 -2.7950 0.07 -0.49 -0.61
H -4.2216 1.0792 -4.7421 0.23 -0.77 -0.08
H -2.9747 2.1279 -4.1371 0.30 -0.15 0.01
H -4.2443 1.5731 -3.0925 0.18 -0.27 0.29
H -1.6774 0.1973 -5.1836 -0.06 0.21 0.16
H -2.8188 -1.1038 -5.0909 -0.24 -0.11 0.31
H -0.5511 -1.9168 -4.7246 0.08 0.12 -0.15
H -1.4870 -2.1300 -3.2631 0.17 0.09 0.33
H 0.7197 -2.1830 -2.2864 -0.03 0.11 0.23
H 1.6334 -0.6514 -2.1468 -0.19 0.19 0.00
H 1.5950 -1.5474 -3.6786 0.12 -0.01 0.10
C 2.2595 -4.6921 0.0938 -0.48 0.41 0.19
O 1.4472 -4.3681 -1.0282 0.06 -0.25 -0.08
C 1.9938 -4.8198 -2.2421 0.34 0.04 -0.65
C 1.9252 -6.3067 -2.4949 -0.49 -0.38 0.35
O 2.7919 -7.0062 -1.6281 0.25 0.12 -0.11
C 2.5120 -8.3824 -1.5472 -0.22 -0.21 -0.05
H 3.3059 -4.4685 -0.1285 0.10 -0.18 0.09
H 2.1265 -5.7254 0.4115 0.21 -0.05 -0.15
H 1.9205 -4.0494 0.9072 0.06 0.05 -0.01
H 3.0291 -4.4721 -2.3367 0.16 -0.10 0.08
H 1.4498 -4.3574 -3.0689 -0.21 0.19 0.18
H 2.1624 -6.5622 -3.5351 0.11 0.27 -0.09
H 0.8814 -6.6185 -2.3417 0.03 -0.06 0.14
H 1.6662 -8.5583 -0.8726 0.05 -0.08 0.04
H 3.3992 -8.8956 -1.1822 -0.02 0.08 0.14
H 2.2531 -8.8251 -2.5165 0.06 0.16 -0.08

***

106
Properties=species:S:1:pos:R:3:forces:R:3 method="wB97M-V/def2-TZVPD" charge=0 smiles=CC1(C)CCCC(C)(C)N1O.CC1(C)CCCC(C)(C)N1O.COC[C@H](C)N.COC[C@H](C)N.CO.CO homo_lumo_gap_ha=0.33375 lumo_ha=0.02104
C -11.8471 -13.6741 -9.9691 0.09 0.80 -1.03
C -12.5763 -12.2246 -9.7585 1.37 -2.20 0.47
C -13.9938 -12.3273 -10.1984 -1.05 0.10 0.06
C -12.4659 -12.0176 -8.2382 -0.02 1.67 0.43
C -12.6515 -10.5199 -7.7561 0.01 -1.88 -0.48
C -11.9526 -9.5004 -8.6626 -0.23 -0.18 2.06
C -11.9999 -9.7485 -10.1590 0.90 0.67 -0.25
C -13.2976 -9.0990 -10.6901 -0.49 -0.73 -0.79
C -10.7664 -8.9351 -10.7033 -1.04 -0.32 -0.78
N -11.8266 -11.1938 -10.4797 1.06 0.32 1.49
O -11.8199 -11.4311 -11.8628 -0.72 0.30 -0.35
H -11.7637 -13.9841 -11.0108 -0.25 0.54 -0.48
H -10.8052 -13.6818 -9.6488 -0.04 0.39 0.41
H -12.3057 -14.5794 -9.5714 -0.56 0.52 0.75
H -14.5475 -12.9402 -9.4872 -0.08 -0.28 -0.22
H -14.4589 -11.3426 -10.1514 -0.13 0.00 -0.19
H -14.0767 -12.7352 -11.2058 -0.10 0.08 0.03
H -13.1977 -12.6277 -7.7087 -0.12 -0.14 -0.24
H -11.4988 -12.3857 -7.8957 0.18 0.23 -0.10
H -13.7096 -10.2772 -7.6576 -0.25 -0.11 -0.44
H -12.3329 -10.5098 -6.7138 0.45 0.37 -0.06
H -10.9489 -9.2681 -8.3066 0.29 -0.57 -0.14
H -12.4978 -8.6031 -8.3697 0.11 0.52 -0.79
H -14.1273 -9.0790 -9.9834 0.09 -0.28 0.31
H -13.6252 -9.7087 -11.5321 -0.11 0.19 -0.13
H -13.2377 -8.0743 -11.0570 0.60 0.04 0.10
H -10.9005 -7.9367 -10.2870 0.36 0.10 -0.01
H -10.8032 -8.8584 -11.7900 -0.27 0.07 -0.18
H -9.7702 -9.3362 -10.5170 -0.25 -0.22 0.66
H -11.0037 -11.9076 -12.0315 0.20 0.06 0.08
C -20.0114 -5.2618 -10.7237 -0.16 -0.34 0.20
C -18.8538 -5.5374 -9.7276 0.07 0.11 0.06
C -19.4754 -5.9526 -8.3650 -0.06 0.00 -0.67
C -18.0173 -6.7543 -10.2751 -0.82 0.43 -0.58
C -17.1332 -6.3749 -11.4786 -1.15 -0.04 0.50
C -16.1967 -5.3033 -11.0403 0.29 -0.56 0.03
C -16.8936 -4.0460 -10.5353 1.39 1.09 0.35
C -15.7879 -3.1934 -9.7672 -0.60 -0.79 0.30
C -17.3220 -3.1801 -11.7198 -0.57 1.06 -0.48
N -17.9790 -4.3238 -9.5641 1.14 -1.92 0.37
O -18.7426 -3.1803 -9.3696 -0.13 0.02 -0.07
H -19.6100 -5.1458 -11.7304 -0.33 0.19 -0.04
H -20.7607 -6.0534 -10.7314 0.46 -0.60 -0.12
H -20.6805 -4.4541 -10.4273 0.49 0.61 -0.05
H -20.1642 -6.7649 -8.5974 0.15 -0.37 0.12
H -18.7235 -6.2952 -7.6541 0.01 0.08 -0.06
H -20.1231 -5.2145 -7.8920 0.36 0.43 -0.15
H -17.4490 -7.2653 -9.4979 0.26 0.37 0.19
H -18.7763 -7.4758 -10.5773 -0.01 -0.16 -0.13
H -16.5956 -7.2227 -11.9033 -0.05 -0.13 0.14
H -17.7289 -5.9435 -12.2830 -0.34 -0.32 -0.16
H -15.5984 -5.0850 -11.9249 0.41 0.52 0.29
H -15.5662 -5.7614 -10.2783 0.31 0.35 0.24
H -15.4701 -3.7351 -8.8763 -0.33 -0.16 0.18
H -16.1836 -2.2340 -9.4340 -0.02 0.00 -0.17
H -14.8469 -3.0595 -10.3008 -0.31 0.18 -0.62
H -16.6047 -3.1324 -12.5391 0.22 -0.40 0.13
H -17.4254 -2.1372 -11.4203 0.08 0.08 0.28
H -18.2901 -3.3734 -12.1818 -0.09 -0.62 0.01
H -19.1901 -3.1538 -10.2185 -0.72 0.89 -0.15
C -12.7551 -5.6615 -8.8668 -1.27 0.21 -0.55
O -11.9158 -5.5833 -9.9820 1.11 -0.34 -1.08
C -12.5364 -5.0397 -11.1734 0.96 1.23 1.46
C -11.5016 -4.6528 -12.1998 -0.31 0.66 -1.40
C -12.1196 -3.8461 -13.3879 -0.04 -0.23 0.02
N -11.0245 -5.8720 -12.8097 0.69 -0.88 0.67
H -12.2610 -5.8419 -7.9121 0.55 0.23 -0.37
H -13.4769 -6.4680 -8.9966 -0.24 -0.26 0.01
H -13.3336 -4.7377 -8.8560 -0.13 0.16 0.61
H -13.2694 -5.7284 -11.5934 -0.25 0.17 0.05
H -12.8943 -4.0532 -10.8787 -1.11 -0.16 0.10
H -10.6549 -4.1303 -11.7546 -0.26 0.34 0.38
H -13.0852 -4.2807 -13.6466 -0.07 -0.12 -0.01
H -11.4891 -4.0126 -14.2613 0.08 -0.09 -0.01
H -12.2648 -2.7661 -13.3620 0.16 0.02 0.81
H -10.8850 -6.4636 -12.0031 0.34 -0.77 -0.02
H -10.1000 -5.7265 -13.1894 0.14 -0.05 -0.36
C -15.2021 -11.1190 -13.6983 -0.62 -0.15 0.02
O -16.2336 -10.4966 -14.4788 1.03 0.31 -0.65
C -17.2833 -9.9777 -13.7284 -0.85 1.31 0.80
C -18.2884 -9.0206 -14.4787 0.70 -0.67 -2.17
C -17.6898 -7.8284 -15.2544 0.16 -0.29 0.44
N -19.4095 -8.5912 -13.6697 0.55 -0.41 1.23
H -14.9795 -10.6074 -12.7619 -0.07 0.54 -0.13
H -14.2870 -11.2123 -14.2832 -0.23 0.17 -0.14
H -15.5085 -12.1130 -13.3724 -0.17 -0.29 -0.19
H -17.8284 -10.8260 -13.3143 -0.48 0.03 0.31
H -16.9069 -9.3635 -12.9104 0.26 -0.07 0.48
H -18.7173 -9.6607 -15.2496 0.21 -0.25 -0.55
H -17.2399 -7.0724 -14.6109 0.23 -0.14 0.21
H -18.4669 -7.2954 -15.8022 -0.25 -0.18 -0.03
H -16.9667 -8.1632 -15.9981 0.11 -0.03 0.17
H -20.0046 -7.9510 -14.1759 0.02 -0.08 -0.13
H -19.9177 -9.4467 -13.4966 -0.60 0.22 0.36
C -13.8095 -7.6943 -13.9019 0.95 0.65 -0.05
O -12.7812 -6.9010 -14.5436 -1.70 -1.41 -1.06
H -14.2815 -7.0160 -13.1911 -0.62 -0.25 0.12
H -14.5205 -8.1180 -14.6111 0.05 0.47 -0.21
H -13.4111 -8.5455 -13.3498 0.30 0.05 -0.03
H -12.1497 -6.6155 -13.8793 0.69 0.39 0.89
C -11.5100 -7.2784 -17.7305 -0.62 1.25 -1.00
O -10.9795 -6.6056 -16.6332 1.03 0.02 0.48
H -12.4958 -7.6954 -17.5242 0.20 -0.58 0.07
H -11.7000 -6.5014 -18.4710 -0.24 0.09 -0.42
H -10.8128 -7.9326 -18.2539 0.03 -0.56 0.59
H -11.5384 -6.7460 -15.8654 -0.40 -0.25 0.17

***

Short version: energy above the lowest of the compared OMol25 structures with the same formula, charge and spin = 0.0, 137.5 kJ/mol, in the order given.
Short version: HOMO = -8.6577, -8.5094 eV, in the order given.